(1)
DFT (wB97M-V/def2-TZVPD) results for a structure of composition C56H46CrI2NO2P3Si in a non-equilibrium geometry.

Properties
largest force on an atom	1.8	eV/Å
<S²>	6.087
Kohn-Sham gap (spin up / spin down)	5.64 / 6.19	eV
calculated total energy	-144773.3449	eV
total charge	0
multiplicity	5
E_HOMO (spin up / spin down)	-6.08 / -6.66	eV
molar mass	1191.801	g/mol

Each line ends with the Löwdin spin population.
Geometry (Å):
Cr (-0.56, -0.55, 0.51)  3.005
C (-4.89, 2.88, 3.02)  0.000
C (-4.71, 1.96, 2.00)  0.000
C (-3.41, 1.65, 1.59)  0.000
C (-2.33, 2.17, 2.27)  0.002
C (-2.51, 3.14, 3.23)  0.000
C (-3.77, 3.49, 3.62)  0.000
P (-0.67, 1.66, 1.79)  -0.003
C (0.02, 3.30, 1.43)  -0.002
C (-0.80, 4.25, 0.82)  -0.002
C (-0.35, 5.51, 0.59)  0.000
C (0.99, 5.82, 0.84)  -0.002
C (1.83, 4.88, 1.42)  0.000
C (1.34, 3.61, 1.72)  -0.002
C (0.34, 1.12, 3.25)  0.000
C (0.02, 1.50, 4.54)  0.000
C (0.88, 1.20, 5.58)  -0.002
C (2.05, 0.49, 5.29)  0.001
C (2.32, 0.06, 3.99)  -0.003
C (1.49, 0.37, 2.93)  -0.006
Si (1.72, -0.26, 1.19)  -0.033
C (2.58, 1.04, 0.06)  -0.007
C (3.90, 1.42, 0.29)  -0.002
C (4.51, 2.42, -0.46)  0.000
C (3.82, 3.03, -1.51)  0.000
C (2.54, 2.60, -1.83)  -0.001
C (1.92, 1.60, -1.04)  -0.004
P (0.26, 0.94, -1.41)  -0.009
C (0.29, 0.32, -3.14)  0.003
C (0.86, 0.99, -4.22)  -0.001
C (0.93, 0.39, -5.46)  0.003
C (0.31, -0.84, -5.68)  0.000
C (-0.35, -1.45, -4.66)  0.006
C (-0.39, -0.87, -3.38)  0.015
C (-0.90, 2.34, -1.70)  0.002
C (-0.63, 3.67, -1.96)  0.000
C (-1.68, 4.54, -2.22)  0.001
C (-3.01, 4.11, -2.25)  0.000
C (-3.26, 2.76, -1.99)  0.002
C (-2.21, 1.88, -1.74)  0.010
C (2.60, -1.92, 1.33)  -0.010
C (3.87, -2.11, 1.84)  -0.002
C (4.48, -3.38, 1.84)  0.000
C (3.79, -4.45, 1.28)  0.000
C (2.55, -4.26, 0.67)  -0.001
C (1.96, -3.01, 0.70)  -0.002
P (0.46, -2.62, -0.28)  -0.011
C (1.23, -2.90, -1.87)  -0.002
C (0.80, -3.86, -2.76)  -0.002
C (1.44, -4.00, -3.96)  0.000
C (2.54, -3.19, -4.24)  -0.002
C (3.03, -2.29, -3.32)  0.000
C (2.36, -2.12, -2.11)  -0.002
C (-0.80, -3.89, 0.04)  0.001
C (-2.02, -3.80, -0.64)  -0.001
C (-3.03, -4.69, -0.41)  -0.001
C (-2.85, -5.67, 0.59)  0.000
C (-1.66, -5.75, 1.32)  0.000
C (-0.62, -4.89, 0.98)  0.000
H (-5.89, 3.22, 3.28)  0.000
H (-5.57, 1.54, 1.48)  0.000
H (-3.29, 0.95, 0.79)  0.000
H (-1.65, 3.68, 3.59)  0.000
H (-3.91, 4.27, 4.35)  0.000
H (-1.82, 3.99, 0.52)  0.000
H (-1.00, 6.23, 0.14)  0.000
H (1.41, 6.77, 0.57)  0.000
H (2.87, 5.06, 1.65)  0.000
H (1.95, 2.85, 2.13)  0.000
H (-0.90, 2.04, 4.69)  0.000
H (0.60, 1.46, 6.60)  0.000
H (2.76, 0.31, 6.08)  0.000
H (3.22, -0.55, 3.86)  0.000
H (4.48, 0.89, 1.05)  0.000
H (5.55, 2.68, -0.26)  0.000
H (4.36, 3.75, -2.16)  0.000
H (2.03, 2.92, -2.73)  0.000
H (1.30, 1.92, -4.09)  0.000
H (1.43, 0.93, -6.24)  0.000
H (0.38, -1.32, -6.66)  0.000
H (-0.85, -2.41, -4.80)  0.000
H (-0.88, -1.40, -2.55)  0.008
H (0.38, 4.05, -1.95)  0.000
H (-1.45, 5.58, -2.43)  0.000
H (-3.78, 4.77, -2.58)  0.000
H (-4.28, 2.34, -2.02)  0.000
H (-2.45, 0.84, -1.53)  0.011
H (4.39, -1.30, 2.31)  0.000
H (5.47, -3.49, 2.18)  0.000
H (4.22, -5.42, 1.23)  0.000
H (2.07, -5.05, 0.09)  0.000
H (-0.08, -4.47, -2.52)  0.000
H (1.13, -4.81, -4.62)  0.000
H (3.15, -3.39, -5.10)  0.000
H (3.94, -1.73, -3.50)  0.000
H (2.70, -1.44, -1.34)  0.000
H (-2.22, -3.04, -1.41)  -0.001
H (-3.95, -4.66, -0.99)  -0.002
H (-3.63, -6.40, 0.72)  0.000
H (-1.43, -6.54, 2.04)  0.000
H (0.30, -4.93, 1.55)  0.000
N (-1.04, -1.70, 2.18)  0.001
C (-2.48, -2.07, 2.14)  0.004
C (-3.20, -1.31, 1.07)  0.010
O (-4.40, -1.13, 1.15)  0.011
O (-2.44, -0.81, 0.12)  0.073
H (-0.46, -2.53, 2.28)  0.004
H (-0.83, -1.11, 3.02)  0.005
H (-2.91, -1.83, 3.12)  -0.001
H (-2.55, -3.13, 1.95)  0.000
I (-3.62, -1.44, -3.22)  0.387
I (-5.70, -3.95, -3.56)  0.556

(2)
DFT (wB97M-V/def2-TZVPD) results for a cluster of 2 separate species, C6H12O in total in a non-equilibrium geometry.

Properties
largest force on an atom	4.6	eV/Å
Kohn-Sham gap	8.83	eV
calculated total energy	-8460.9450	eV
total charge	0
E_HOMO	-8.34	eV
molar mass	100.161	g/mol

Each line ends with the Löwdin charge.
Geometry (Å):
C (1.28, -3.20, 0.92)  -0.135
C (-0.01, -2.40, 1.12)  -0.245
C (-0.05, 1.98, -1.47)  0.000
C (-0.27, 1.10, -0.48)  -0.226
C (0.18, -0.31, -0.56)  -0.091
C (0.20, -0.97, 0.71)  -0.094
H (2.18, -2.61, 0.80)  0.052
H (1.66, -3.88, 1.80)  0.093
H (1.30, -3.92, 0.06)  0.073
H (-0.63, -3.03, 0.50)  0.103
H (-0.25, -2.40, 2.10)  0.063
H (-0.71, 2.86, -1.60)  0.035
H (0.60, 1.62, -2.28)  0.063
H (-0.55, 1.43, 0.56)  0.107
H (0.34, -0.88, -1.50)  0.112
H (-0.07, -0.23, 1.52)  0.100
H (-1.49, 5.27, -0.09)  0.072
H (-2.05, 4.37, -1.06)  -0.020
O (-1.65, 5.21, -1.07)  -0.061

(3)
DFT (wB97M-V/def2-TZVPD) results for a structure of composition C20H50NO2P2Si4TeTl in a non-equilibrium geometry.

Properties
largest force on an atom	2.6	eV/Å
Kohn-Sham gap	5.23	eV
calculated total energy	-89198.5388	eV
total charge	+2
E_HOMO	-11.91	eV
molar mass	842.900	g/mol

Each line ends with the Löwdin charge.
Geometry (Å):
Tl (0.43, 1.88, -1.30)  0.666
P (2.11, -1.29, -1.58)  0.578
C (2.08, -1.24, -3.36)  -0.270
C (0.87, -1.32, -4.05)  -0.399
N (-0.31, -0.78, -3.58)  0.030
C (-1.47, -1.26, -4.04)  -0.372
C (-1.55, -2.21, -5.07)  -0.041
C (-0.36, -2.64, -5.68)  -0.045
C (0.85, -2.19, -5.19)  -0.017
C (-2.76, -0.72, -3.43)  -0.251
P (-2.62, 0.97, -2.78)  0.919
H (1.81, -2.51, -5.59)  0.119
H (-2.53, -2.57, -5.36)  0.112
H (-0.40, -3.32, -6.51)  0.116
H (-3.56, -0.75, -4.21)  0.128
H (-3.04, -1.37, -2.58)  0.103
H (3.42, 3.73, -3.38)  0.024
H (3.03, -1.41, -3.87)  0.090
H (-0.76, 4.09, -4.52)  0.004
O (4.01, 2.98, -3.24)  -0.065
H (4.28, 2.75, -4.15)  0.059
H (-1.50, 1.04, -1.77)  -0.196
O (0.03, 4.66, -4.62)  -0.068
H (0.73, 4.12, -4.13)  0.044
C (-2.87, 1.99, -4.28)  -0.177
H (-3.87, 1.79, -4.71)  0.086
H (-2.87, 3.07, -4.02)  0.064
H (-2.12, 1.77, -5.06)  0.081
C (-4.16, 1.16, -1.85)  -0.205
H (-4.06, 2.04, -1.20)  0.062
H (-4.99, 1.31, -2.57)  0.085
H (-4.31, 0.26, -1.24)  0.063
C (2.74, -2.94, -1.15)  -0.233
H (3.80, -3.01, -1.43)  0.073
H (2.63, -3.17, -0.08)  0.031
H (2.22, -3.71, -1.73)  0.067
C (3.46, -0.21, -1.07)  -0.247
H (3.54, -0.10, 0.02)  0.028
H (4.39, -0.67, -1.46)  0.086
H (3.38, 0.78, -1.55)  0.024
C (3.39, -0.42, 2.86)  -0.209
Si (2.01, 0.86, 2.87)  0.345
C (1.74, 1.48, 4.63)  -0.185
C (2.46, 2.33, 1.77)  -0.221
Si (0.05, -0.17, 2.09)  0.162
Te (-0.10, -1.01, -0.34)  0.708
Si (-0.20, -2.15, 3.26)  0.309
C (0.17, -1.92, 5.11)  -0.189
C (-1.98, -2.75, 3.04)  -0.211
C (1.00, -3.44, 2.56)  -0.216
Si (-1.75, 1.23, 2.74)  0.348
C (-1.99, 1.07, 4.60)  -0.182
C (-1.42, 3.04, 2.36)  -0.202
C (-3.29, 0.63, 1.85)  -0.208
H (4.34, 0.12, 2.87)  0.049
H (3.37, -1.09, 1.99)  0.008
H (3.34, -1.05, 3.77)  0.041
H (2.68, 1.95, 4.94)  0.055
H (0.94, 2.23, 4.69)  0.027
H (1.51, 0.67, 5.34)  0.027
H (2.56, 2.06, 0.71)  -0.033
H (1.74, 3.15, 1.87)  0.026
H (3.45, 2.69, 2.11)  0.055
H (-0.55, -1.24, 5.59)  0.023
H (0.07, -2.91, 5.57)  0.050
H (1.19, -1.55, 5.28)  0.020
H (-2.26, -2.80, 1.98)  0.025
H (-2.04, -3.77, 3.47)  0.047
H (-2.70, -2.11, 3.57)  0.025
H (0.84, -3.61, 1.48)  0.001
H (2.05, -3.16, 2.73)  0.027
H (0.80, -4.39, 3.09)  0.049
H (-1.11, 1.39, 5.18)  0.028
H (-2.82, 1.74, 4.87)  0.054
H (-2.25, 0.06, 4.92)  0.026
H (-1.62, 3.27, 1.30)  0.021
H (-2.10, 3.63, 3.00)  0.054
H (-0.39, 3.36, 2.59)  0.017
H (-3.16, 0.61, 0.76)  -0.012
H (-3.60, -0.37, 2.18)  0.032
H (-4.10, 1.34, 2.08)  0.052